[1]
This record from the OMol25 dataset describes a single C5H3Cl2F molecule. The level of theory is ωB97M-V/def2-TZVPD.

- SMILES string: F[C@H]1C=CC(Cl)=C1Cl
- Maximum force: 1.5 eV/Å
- HOMO: -0.3347 Ha
- DFT total energy: -32994.746 eV
- ΔE to the lowest compared entry with this formula, charge and spin: 10.5 kJ/mol

Geometry as XYZ:
```
11
Properties=species:S:1:pos:R:3:forces:R:3:lowdin_charge:R:1
C -1.50418 -0.48157 0.32066 0.381 -0.545 -0.384 -0.35
C -0.98922 -1.88828 0.25364 0.377 0.088 -0.387 -0.02
C 0.32984 -1.88432 0.10745 0.073 0.228 -0.377 -0.06
C 0.76328 -0.47182 -0.01167 0.942 -0.101 0.482 -0.69
C -0.27719 0.33527 0.13101 -0.132 1.415 -0.326 -0.64
H -1.88532 -0.32305 1.31256 -0.685 0.385 0.518 0.16
H -1.63897 -2.72083 0.23318 -0.517 -0.727 0.182 0.11
H 1.01527 -2.71417 -0.01148 -0.145 0.051 0.136 0.11
F -2.44957 -0.23072 -0.64884 -0.286 0.090 0.224 0.02
Cl 2.42923 -0.06423 -0.14956 -0.320 0.088 -0.065 0.69
Cl -0.39276 2.07475 0.12007 0.311 -0.971 -0.003 0.69
```
Forces are in eV/Å.

---

[2]
This record from the OMol25 dataset describes a molecular structure, C24H28Cl3CoN6O2S. The level of theory is ωB97M-V/def2-TZVPD.

- <S²>: 0.7580
- Maximum force: 1.6 eV/Å
- Multiplicity: 2
- HOMO (alpha / beta): -0.3135 / -0.3134 Ha
- Net charge: +1
- DFT total energy: -124401.924 eV
- ΔE to the lowest compared entry with this formula, charge and spin: 76.5 kJ/mol

Geometry as XYZ:
```
65
Properties=species:S:1:pos:R:3:forces:R:3:mulliken_spin:R:1
Co -0.49113 -1.03479 1.23254 -0.580 1.450 0.164 1.01
C 3.36847 0.30224 0.32938 0.101 -0.102 0.006 0.00
C 2.08135 -0.42194 0.52048 -0.223 0.839 0.459 0.00
N 1.14434 -0.04402 1.31854 0.641 -0.168 -0.464 -0.02
C 1.25603 1.09896 2.19548 -0.310 0.326 0.098 0.01
C -0.12618 1.73065 2.27774 0.078 0.055 -0.134 0.00
N -1.13487 0.67138 2.48064 -0.037 -0.256 0.275 0.01
C -2.50461 1.16891 2.27841 -0.085 0.033 -0.307 0.00
C -2.79582 1.22916 0.78186 0.053 -0.030 0.306 0.00
N -2.51348 -0.07127 0.19536 -0.233 -0.128 -0.480 0.02
C -3.59895 -1.05528 0.32557 0.298 -0.012 0.163 0.00
C -3.14333 -2.23288 1.21587 -0.411 0.061 0.021 0.00
N -1.76249 -2.46566 0.86888 -0.380 -0.445 -0.647 -0.02
C -1.39261 -3.37841 0.04047 -0.741 0.146 0.662 -0.01
C -2.27131 -4.47573 -0.46680 0.146 -0.076 -0.099 0.00
C 0.00112 -3.21581 -0.38395 0.802 0.612 -0.241 0.01
C 0.80752 -4.06942 -1.11869 -0.239 -0.131 -0.130 0.00
C 2.10091 -3.67229 -1.42497 -0.009 0.127 0.113 0.00
C 2.58656 -2.46400 -0.94839 0.141 0.028 -0.045 0.00
C 1.75316 -1.66191 -0.18594 -0.625 -0.414 -0.498 -0.01
N 0.47960 -2.02827 0.02772 0.903 -1.138 0.069 -0.03
H 4.00572 0.21070 1.21193 -0.001 -0.029 0.000 0.00
H 3.18146 1.36271 0.16138 -0.064 -0.022 -0.076 0.00
H 3.90880 -0.08565 -0.52914 0.033 0.037 -0.010 0.00
H 1.98058 1.83653 1.85114 0.034 -0.062 0.005 0.00
H 1.56636 0.74497 3.18573 0.062 -0.040 -0.047 0.00
H -0.33494 2.22860 1.33028 0.005 -0.086 -0.034 0.00
H -0.16442 2.47449 3.07890 -0.004 -0.006 -0.021 0.00
H -1.05219 0.35095 3.44070 -0.044 0.024 0.012 0.00
H -2.64109 2.15624 2.73014 -0.024 -0.043 0.052 0.00
H -3.19514 0.47302 2.75993 0.028 0.015 0.074 0.00
H -2.14546 1.95730 0.29744 -0.033 -0.050 -0.109 0.00
H -3.83602 1.53547 0.62706 0.020 0.061 -0.009 0.00
H -2.25149 0.05511 -0.78221 0.072 0.186 0.062 -0.01
H -3.86473 -1.44399 -0.65929 -0.007 0.026 -0.006 0.00
H -4.48943 -0.59641 0.76100 -0.062 -0.057 -0.060 0.00
H -3.78555 -3.10275 1.06900 0.031 0.010 0.036 0.00
H -3.18518 -1.95056 2.26971 0.051 -0.027 -0.008 0.00
H -2.57271 -5.13074 0.35194 -0.017 0.018 0.001 0.00
H -1.74866 -5.07456 -1.20727 -0.050 -0.032 -0.021 0.00
H -3.17258 -4.07734 -0.93187 0.010 0.029 0.000 0.00
H 0.44323 -5.02882 -1.45690 -0.049 0.017 -0.003 0.00
H 2.73571 -4.31123 -2.02216 0.009 -0.019 0.011 0.00
H 3.60317 -2.16632 -1.15892 0.000 0.034 0.011 0.00
Cl 0.66343 -3.10212 6.35042 0.132 0.059 -0.336 0.00
C 1.50551 -2.95770 4.78464 0.472 -0.282 0.912 0.00
Cl 2.87574 -1.83229 4.93374 -0.175 -0.121 -0.094 0.00
Cl 2.06076 -4.54737 4.24838 -0.097 0.197 -0.091 0.00
C 0.57208 -2.40029 3.82853 -0.463 0.143 -0.218 0.03
N -0.17765 -1.92881 3.10121 0.656 -0.510 0.410 -0.01
O 1.40734 6.80544 -4.96268 0.040 0.369 -0.273 0.00
C 1.96963 5.58214 -5.01107 -0.053 -0.481 0.169 0.00
O 2.89388 5.36866 -5.74634 0.020 0.210 0.036 0.00
C 1.39040 4.53085 -4.11980 0.021 0.124 -0.111 0.00
C 0.06778 4.53913 -3.68091 0.092 -0.028 0.012 0.00
C -0.42522 3.49257 -2.92176 0.201 0.068 -0.050 0.00
C 0.40049 2.41924 -2.56297 -0.062 -0.048 -0.040 0.00
S -0.21732 1.09600 -1.61941 0.069 -0.492 0.498 0.01
C 1.73199 2.42171 -3.00467 -0.154 0.242 -0.070 0.00
C 2.21071 3.45645 -3.78120 0.020 0.013 -0.015 0.00
H 0.71164 6.86409 -4.30146 0.002 -0.175 0.127 0.00
H -0.60661 5.34038 -3.96492 -0.014 -0.008 -0.009 0.00
H -1.46043 3.48518 -2.60934 -0.017 -0.007 0.008 0.00
H 2.36893 1.58558 -2.74674 0.014 -0.022 -0.006 0.00
H 3.22719 3.45383 -4.15238 0.005 -0.010 -0.010 0.00
```
Forces are in eV/Å.

---

[3]
This record from the OMol25 dataset describes 10 unconnected molecules or ions with the total composition C66H59F10N4O. The level of theory is ωB97M-V/def2-TZVPD.

- Maximum force: 8.4 eV/Å
- HOMO: -0.3878 Ha
- Net charge: +1
- DFT total energy: -104560.331 eV

Geometry as XYZ:
```
140
Properties=species:S:1:pos:R:3:forces:R:3:lowdin_charge:R:1
O -4.58723 -0.10493 0.87531 7.347 1.069 4.006 -0.02
C -3.45068 0.04982 1.56830 -4.363 -1.525 -1.155 -0.21
C -2.48185 1.33328 1.26022 -1.129 0.843 1.154 -0.06
N -1.54161 1.17373 0.09018 2.134 5.080 -0.650 -0.13
C -0.80666 2.43476 -0.31347 0.521 -5.469 -2.962 0.07
N 0.07029 2.14975 -1.51361 -4.430 -3.954 4.417 0.11
C -0.17678 0.66024 -1.71777 -0.816 1.707 1.418 -0.16
N 0.48758 -0.01978 -2.72910 -0.638 1.094 0.747 0.04
C 1.42633 0.79413 -3.64322 1.800 0.222 -1.155 -0.12
C 2.85664 1.18593 -2.87195 -1.054 0.191 1.272 -0.11
F 3.86979 0.10991 -2.97399 -2.321 2.145 -0.267 -0.14
N -1.19131 0.09741 -0.70719 3.151 2.595 -2.811 0.14
C -3.03940 -0.99482 2.76486 0.874 -3.129 1.846 -0.10
C -3.02263 -2.60346 2.36327 0.974 0.759 3.611 0.00
C -2.58376 -3.75346 3.47236 0.038 3.735 1.389 -0.03
C -2.15139 -3.36249 5.02899 -1.543 3.644 -3.717 -0.01
C -2.21988 -1.74839 5.43431 -0.787 -1.568 -3.759 -0.03
C -2.65118 -0.60628 4.31145 0.441 -3.118 -0.527 -0.02
H -3.18159 2.26890 1.01832 1.364 -2.302 0.319 0.16
H -1.82768 1.67079 2.19022 -1.389 -1.252 -1.813 0.15
H -0.95327 3.44158 0.26421 0.324 -2.265 -1.364 0.17
H 0.34572 -1.04299 -2.93262 0.121 1.763 0.561 0.17
H 1.77073 0.15741 -4.59131 -1.159 1.035 2.274 0.15
H 0.88900 1.76082 -4.08258 1.104 -2.118 1.367 0.14
H 2.58405 1.28817 -1.72069 0.882 -0.264 -2.419 0.12
H 3.28710 2.22023 -3.23256 -0.665 -2.385 0.405 0.13
H -1.56035 -0.87359 -0.61239 0.349 1.351 0.081 0.19
H -3.29677 -2.95672 1.26752 0.584 0.894 2.591 0.10
H -2.57488 -4.88239 3.16056 -0.049 2.553 0.586 0.09
H -1.82536 -4.17860 5.80437 -0.764 1.864 -1.819 0.09
H -1.94584 -1.46901 6.55101 -0.702 -0.386 -2.762 0.09
H -2.68076 0.52192 4.66847 0.038 -2.648 -0.878 0.09
F 4.35248 4.93161 -2.07785 -0.041 -0.143 0.346 0.05
C 4.42359 5.30738 -3.36174 0.079 0.363 -1.172 -0.30
C 5.55701 4.99496 -4.10431 0.009 -0.072 0.084 -0.02
C 5.62930 5.38152 -5.44257 -0.411 0.162 0.133 -0.07
C 4.57080 6.08649 -6.02081 0.044 -0.038 0.021 -0.09
C 3.43957 6.39976 -5.26575 0.258 -0.267 0.056 -0.10
C 3.36288 6.00332 -3.93084 -0.006 -0.069 0.091 -0.02
H 6.37282 4.45410 -3.63595 -0.089 0.057 -0.008 0.12
H 6.50775 5.13531 -6.03389 -0.144 0.044 0.151 0.11
H 4.62952 6.39169 -7.06339 -0.026 -0.040 0.210 0.11
H 2.61874 6.95211 -5.71681 0.169 -0.118 0.107 0.10
H 2.48727 6.23066 -3.33188 0.105 0.010 -0.006 0.11
F -0.57439 -4.50736 1.63467 -0.080 0.434 0.007 0.03
C -0.05244 -5.67293 1.23018 0.630 -1.281 -0.414 -0.29
C -0.05836 -5.99231 -0.12319 0.003 0.041 0.078 -0.02
C 0.48962 -7.20354 -0.54535 -0.076 -0.018 0.390 -0.08
C 1.02813 -8.08760 0.39285 -0.018 0.075 0.000 -0.08
C 1.02481 -7.76019 1.74958 -0.123 0.208 -0.396 -0.07
C 0.48691 -6.54411 2.17011 -0.064 0.161 0.050 -0.01
H -0.48853 -5.29691 -0.83651 0.024 -0.046 0.062 0.11
H 0.49688 -7.45915 -1.60203 -0.073 0.083 0.319 0.10
H 1.45140 -9.03418 0.06360 -0.087 0.191 0.054 0.11
H 1.44078 -8.45166 2.47837 -0.106 0.222 -0.155 0.08
H 0.48420 -6.26971 3.21979 -0.031 -0.026 -0.104 0.11
F 2.36978 9.10389 -6.85764 -0.100 -0.311 -0.298 0.05
C 2.60476 10.06928 -5.95907 0.243 1.018 0.914 -0.29
C 3.64368 9.91725 -5.04737 0.025 -0.082 -0.053 -0.02
C 3.89195 10.92447 -4.11492 -0.399 0.170 -0.234 -0.08
C 3.09070 12.06879 -4.09757 0.029 -0.072 -0.006 -0.09
C 2.04710 12.20980 -5.01352 0.281 -0.296 0.077 -0.08
C 1.80624 11.20753 -5.95293 -0.043 -0.101 -0.061 -0.02
H 4.25023 9.01780 -5.07047 -0.053 0.105 -0.035 0.10
H 4.70671 10.81871 -3.40292 -0.145 -0.020 -0.149 0.11
H 3.28188 12.85212 -3.36722 -0.041 -0.150 -0.153 0.10
H 1.42223 13.09946 -4.99543 0.108 -0.184 -0.050 0.11
H 1.00497 11.30481 -6.67793 0.066 -0.026 0.046 0.11
F -8.84271 -3.87290 -1.72742 -0.052 -0.112 0.017 0.07
C -8.24614 -2.69071 -1.93023 0.429 0.863 -0.137 -0.29
C -8.65468 -1.89140 -2.99223 -0.043 -0.033 -0.017 -0.02
C -8.03731 -0.65812 -3.20069 0.217 -0.173 0.351 -0.08
C -7.00972 -0.24242 -2.35038 -0.078 -0.097 -0.061 -0.10
C -6.60334 -1.05411 -1.29021 -0.186 -0.027 -0.294 -0.09
C -7.22847 -2.28215 -1.07539 -0.028 -0.073 -0.036 -0.01
H -9.44880 -2.23453 -3.64728 0.069 0.005 0.105 0.12
H -8.35471 -0.02234 -4.02349 0.026 -0.155 0.135 0.11
H -6.52544 0.71758 -2.51602 -0.098 -0.160 0.036 0.10
H -5.80056 -0.73028 -0.63220 -0.383 -0.157 -0.241 0.06
H -6.93123 -2.92159 -0.25083 -0.063 0.027 -0.077 0.11
F 5.01588 1.20764 3.97273 -0.021 0.026 0.125 0.07
C 5.04184 0.90461 2.66808 0.041 -0.215 -0.963 -0.29
C 4.26894 -0.15018 2.19513 -0.076 0.009 0.082 -0.02
C 4.29172 -0.46278 0.83596 0.279 0.413 0.053 -0.09
C 5.09644 0.27684 -0.03420 -0.009 -0.046 -0.050 -0.11
C 5.87252 1.33052 0.45099 -0.284 -0.247 0.225 -0.07
C 5.84091 1.64989 1.80821 0.011 0.042 0.058 -0.01
H 3.65645 -0.71878 2.88723 0.082 0.074 -0.019 0.11
H 3.68512 -1.28060 0.45496 0.119 0.082 0.094 0.10
H 5.11732 0.02983 -1.09350 0.021 0.048 0.283 0.08
H 6.50120 1.90211 -0.22749 -0.111 -0.084 0.158 0.11
H 6.43094 2.47138 2.20082 -0.059 -0.105 0.011 0.12
F -0.39925 -8.19520 4.77615 0.000 0.398 -0.093 0.05
C -0.38165 -9.48199 5.14828 0.006 -1.272 0.369 -0.29
C -1.40126 -9.97489 5.95518 0.003 0.082 -0.037 -0.02
C -1.38608 -11.31590 6.33866 0.399 0.058 -0.260 -0.08
C -0.34445 -12.14719 5.91944 -0.038 0.057 0.005 -0.09
C 0.67708 -11.64179 5.11384 -0.343 0.152 0.162 -0.08
C 0.65562 -10.30367 4.72140 -0.037 0.098 0.002 -0.02
H -2.19765 -9.31228 6.27794 0.085 -0.040 -0.062 0.11
H -2.18270 -11.71289 6.96295 0.143 0.115 -0.112 0.11
H -0.33064 -13.19196 6.22246 0.003 0.215 -0.066 0.10
H 1.48892 -12.28969 4.79219 -0.151 0.151 0.036 0.11
H 1.43682 -9.89653 4.08809 -0.070 -0.048 0.126 0.10
F 2.43532 -7.37239 -2.74839 0.055 -0.194 -0.123 0.05
C 3.03189 -6.19019 -2.95120 0.513 0.961 -0.145 -0.29
C 2.62335 -5.39088 -4.01320 -0.115 -0.058 0.016 -0.02
C 3.24072 -4.15761 -4.22167 0.203 -0.159 0.428 -0.09
C 4.26831 -3.74191 -3.37135 -0.056 0.035 -0.028 -0.10
C 4.67469 -4.55359 -2.31118 -0.312 -0.048 -0.272 -0.08
C 4.04956 -5.78164 -2.09636 -0.036 -0.073 0.034 -0.01
H 1.82923 -5.73401 -4.66825 0.080 -0.021 0.073 0.12
H 2.92333 -3.52182 -5.04446 0.065 -0.161 0.088 0.10
H 4.75260 -2.78191 -3.53700 -0.081 -0.179 0.032 0.10
H 5.47748 -4.22977 -1.65317 -0.158 -0.092 -0.105 0.11
H 4.34680 -6.42107 -1.27180 -0.054 0.020 -0.102 0.12
F -2.33450 11.46502 -6.53517 0.051 0.080 -0.112 0.06
C -2.54814 10.67410 -5.47525 -0.170 -0.603 0.818 -0.29
C -1.71646 9.58094 -5.25857 0.049 0.013 -0.052 -0.02
C -1.93538 8.76013 -4.15225 -0.368 0.356 0.016 -0.09
C -2.99143 9.03572 -3.28014 0.063 -0.004 -0.068 -0.10
C -3.82380 10.13240 -3.50900 0.334 -0.147 -0.202 -0.08
C -3.59774 10.95934 -4.60905 -0.002 0.040 -0.045 -0.01
H -0.90638 9.37767 -5.95131 -0.074 0.059 0.050 0.11
H -1.28602 7.90752 -3.96967 -0.089 0.159 -0.079 0.10
H -3.16455 8.39266 -2.41986 0.020 0.132 -0.154 0.10
H -4.64761 10.34252 -2.83114 0.158 0.002 -0.148 0.11
H -4.22950 11.82113 -4.79699 0.080 -0.087 -0.027 0.12
F -3.00711 -3.57949 7.64726 -0.061 -0.187 -0.179 0.03
C -3.04004 -3.11388 8.90294 -0.054 0.433 1.380 -0.29
C -3.39286 -1.78851 9.13220 0.029 -0.035 -0.101 -0.03
C -3.43227 -1.30469 10.43985 0.160 -0.440 0.078 -0.08
C -3.10744 -2.14967 11.50393 -0.020 0.045 -0.077 -0.09
C -2.74964 -3.47706 11.26317 -0.112 0.316 -0.258 -0.08
C -2.72120 -3.96350 9.95642 0.017 -0.018 -0.104 -0.01
H -3.63387 -1.14471 8.29262 -0.050 -0.089 0.063 0.10
H -3.71443 -0.27218 10.63026 0.055 -0.192 -0.074 0.11
H -3.13398 -1.77066 12.52335 0.003 -0.083 -0.210 0.10
H -2.49325 -4.13170 12.09263 -0.060 0.098 -0.191 0.11
H -2.45398 -4.99496 9.75192 -0.024 0.103 -0.015 0.12
```
Forces are in eV/Å.